Computed, not measured: one molecule with the formula C9H12NO2PS at a distorted geometry, with the ωB97M-V functional and the def2-TZVPD basis.

```
26
Properties=species:S:1:pos:R:3:forces:R:3
C -2.1629 3.0269 -0.8689 1.034 -0.709 0.334
C -0.8510 3.7687 -0.5431 -1.086 -0.001 0.031
S 0.6508 2.7845 -0.7944 0.307 0.175 -0.031
C 0.9239 1.8636 0.7548 -0.406 0.078 0.437
C 0.6082 0.3911 0.6618 0.820 0.229 0.047
C -0.3861 -0.0765 -0.0470 -0.850 -0.838 -0.711
C -0.6639 -1.5393 -0.0667 1.509 1.005 -0.015
O -1.7620 -1.9536 -0.2548 -1.647 -0.927 -0.423
C 0.5188 -2.4487 0.1224 -1.812 -0.570 -1.139
P 0.4050 -4.1071 -0.6541 0.831 -0.906 0.678
N 1.6010 -5.0950 -0.3787 -0.247 0.836 0.026
C 1.5289 -2.0113 0.8224 0.745 0.387 0.361
C 1.4364 -0.6267 1.3956 -0.387 0.131 -0.924
O 1.9744 -0.3326 2.4132 1.109 0.327 1.515
H -3.0318 3.6793 -0.8954 0.019 0.039 -0.054
H -2.0213 2.4802 -1.8022 -0.315 0.248 -0.200
H -2.2984 2.2503 -0.1118 -0.349 0.127 0.063
H -0.9296 4.1750 0.4670 0.391 -0.031 0.027
H -0.7913 4.6241 -1.2160 0.439 -0.017 -0.023
H 0.2773 2.3251 1.5057 0.041 -0.049 0.051
H 1.9378 2.0098 1.1201 0.092 0.050 -0.208
H -1.0344 0.5529 -0.6388 -0.168 0.001 0.066
H 0.1911 -3.8338 -2.0301 -0.355 0.136 0.327
H -0.8104 -4.6440 -0.1659 -0.069 0.454 -0.452
H 2.2933 -4.6292 0.2022 0.215 -0.392 -0.099
H 2.3964 -2.6339 1.0026 0.139 0.217 0.314
```
Positions in Å, forces in eV/Å.

Output
Structure (SMILES) ... CCSCC1=CC(=O)C([PH2]=N)=CC1=O
HOMO level ... -8.9389 eV
HOMO-LUMO gap ... 7.57 eV

Computed, not measured: an isolated ion of composition C9H12NO2S and charge -1 at a distorted geometry, with the ωB97M-V functional and the def2-TZVPD basis.

```
25
Properties=species:S:1:pos:R:3:forces:R:3
C -3.6349 -0.2715 1.7952 0.611 -0.681 -0.020
C -4.3920 -0.0027 0.5889 -3.729 0.294 3.476
C -2.3055 -0.3348 1.5609 1.787 -1.277 1.503
C -3.7969 0.3568 -0.5056 1.395 0.819 -3.594
C -0.7094 0.0558 -0.1755 -1.647 0.539 -1.025
C 1.7259 -0.5378 -1.6948 -3.658 0.584 -0.374
C 1.8471 1.5394 -0.4089 0.534 0.472 0.369
C 3.3844 -0.4166 0.1425 0.743 0.419 -1.418
C 2.0333 0.0160 -0.3004 -1.945 1.999 -1.538
N -1.9345 -0.0225 0.2594 1.119 0.265 -0.258
O -3.8512 0.7343 -1.6387 0.335 -0.247 0.838
O 0.6976 -1.9146 0.9360 0.057 -0.169 0.393
S 0.7298 -0.4009 0.9346 -0.157 -0.848 -0.169
H -4.1983 -0.4866 2.7182 0.792 0.055 -0.456
H -5.5288 0.1869 0.7341 2.088 -0.382 -0.735
H -1.3665 -0.7628 2.1014 -2.399 0.877 0.065
H 1.0274 -1.4090 -1.5315 0.832 0.585 -0.674
H 1.1283 0.2532 -2.3290 0.832 -1.611 1.438
H 2.5299 -0.7692 -2.3407 1.387 -0.591 -0.119
H 0.8034 1.8976 -0.6616 0.887 -0.759 1.062
H 2.3857 1.9320 -1.2656 0.658 -0.073 -0.126
H 2.3343 1.9095 0.5133 -0.744 0.751 -0.323
H 4.0503 -0.0121 -0.7038 -0.400 -0.983 1.397
H 3.7268 -0.0423 1.0945 -0.030 0.267 0.370
H 3.3138 -1.4980 0.1769 0.650 -0.306 -0.080
```
Positions in Å, forces in eV/Å.

Output
Total charge ... -1
HOMO level ... -3.1869 eV
HOMO-LUMO gap ... 6.42 eV

Computed, not measured: a 2-piece molecular cluster, C9H12O2 overall at a distorted geometry, with the ωB97M-V functional and the def2-TZVPD basis.

```
23
Properties=species:S:1:pos:R:3:forces:R:3
O 1.5183 2.2768 -1.3598 -0.658 0.515 0.303
C 0.6740 3.0808 -0.9997 0.455 -0.451 -0.205
C -0.7765 2.6929 -0.8271 -0.269 -0.430 -0.052
C 1.0187 4.5215 -0.7004 0.459 0.296 -0.014
H -0.9223 1.6281 -1.0750 0.112 0.470 0.095
H -1.4163 3.2993 -1.4901 0.216 -0.126 0.319
H -1.0944 2.8581 0.2161 0.078 0.061 -0.387
H 0.4554 5.1954 -1.3676 0.094 -0.238 0.314
H 0.7639 4.7670 0.3443 -0.037 -0.061 -0.399
H 2.0970 4.6984 -0.8504 -0.491 -0.157 0.047
O 0.1929 -1.6594 -1.6268 0.533 0.921 0.554
C -0.4929 -3.4905 2.0505 -0.029 -0.089 0.241
C -0.9303 -4.0712 0.8589 -0.059 -0.092 -0.058
C 0.1867 -2.2742 2.0108 0.014 0.028 0.065
C -0.6931 -3.4463 -0.3629 -0.103 -0.157 -0.127
C 0.4285 -1.6415 0.7913 0.081 0.170 0.036
C -0.0122 -2.2289 -0.3954 -0.050 -0.089 -0.014
H 0.6818 -0.8104 -1.4994 -0.503 -0.891 -0.229
H -0.6823 -3.9872 3.0113 0.097 0.250 -0.490
H -1.4667 -5.0291 0.8780 0.262 0.464 -0.003
H 0.5367 -1.8055 2.9400 -0.168 -0.232 -0.452
H -1.0311 -3.8908 -1.3083 0.174 0.225 0.473
H 0.9640 -0.6834 0.7617 -0.206 -0.388 -0.015
```
Positions in Å, forces in eV/Å.

Output
Structure (SMILES) ... Oc1ccccc1.CC(C)=O
HOMO level ... -8.5194 eV
HOMO-LUMO gap ... 9.26 eV

Computed, not measured: one molecule with the formula C9H12O4S2 at a distorted geometry, with the ωB97M-V functional and the def2-TZVPD basis.

```
27
Properties=species:S:1:pos:R:3:forces:R:3
O -2.1709 -2.9416 1.7789 0.244 -0.654 1.583
O 2.8860 1.5402 -2.5123 1.669 0.042 3.556
O 4.6522 0.3388 -1.1689 -3.353 3.994 1.097
O 2.3859 1.3929 0.0154 3.792 1.746 -1.985
C 0.6301 0.0804 -1.3027 -0.749 0.016 3.485
C 1.1956 -0.1294 1.1162 -3.636 -1.970 -1.543
C -0.4880 -0.7410 -1.0466 -0.045 -1.196 -2.309
C 0.0183 -0.9411 1.2707 0.807 -0.930 0.295
C 1.4291 0.4770 -0.1005 -2.555 -2.335 -1.994
C -0.8171 -1.3087 0.1667 0.266 1.035 2.245
S -2.1949 -2.5872 0.3672 0.006 1.111 -1.124
C -4.2805 -0.8603 1.3930 -0.237 -1.050 0.501
C -3.8143 -1.6817 0.1944 -0.555 0.461 0.185
C 4.1752 3.1499 -0.8830 1.204 0.664 0.421
S 3.6130 1.4584 -1.1952 0.054 -2.719 -3.832
H 0.6161 0.3636 -2.3264 1.168 0.860 -0.361
H 1.8816 -0.1472 1.9059 0.863 0.696 0.976
H -1.0682 -1.1395 -1.9707 0.935 1.010 1.536
H -0.0244 -1.4052 2.2963 -0.678 0.304 -1.367
H -5.2034 -0.2585 1.1186 1.249 -0.705 0.516
H -4.4555 -1.5753 2.2284 -0.350 0.649 -0.475
H -3.4479 -0.2810 1.7364 0.197 0.986 0.183
H -3.7725 -1.0076 -0.6316 0.342 0.239 -1.017
H -4.6389 -2.3873 0.0068 0.837 -0.392 -0.298
H 4.6619 3.5047 -1.8420 -1.023 -0.528 0.977
H 4.9188 3.3562 -0.0774 -0.346 -1.096 -0.473
H 3.3126 3.7306 -0.5377 -0.108 -0.239 -0.780
```
Positions in Å, forces in eV/Å.

Output
HOMO level ... -8.7939 eV
HOMO-LUMO gap ... 8.98 eV

Computed, not measured: one molecule with the formula C9H12Si at a distorted geometry, with the ωB97M-V functional and the def2-TZVPD basis.

```
22
Properties=species:S:1:pos:R:3:forces:R:3
C -2.6067 1.9962 0.2183 -0.408 1.288 -0.348
C -3.0900 0.7213 0.0299 1.191 -1.150 1.320
C -1.2341 2.1675 0.5230 0.304 0.411 0.212
C -2.2617 -0.4471 0.1923 -1.425 1.525 -0.732
C -0.4515 1.0379 0.5655 -0.419 -1.094 0.292
C -0.9180 -0.3370 0.3646 2.352 2.574 -0.028
C 0.9782 1.2440 0.9622 1.482 1.847 -2.356
C 1.9469 0.2913 0.1710 -4.880 -0.148 -0.810
C 0.8867 -2.5190 -1.1805 1.618 0.787 0.849
Si 0.7805 -1.1934 0.2047 -0.591 -1.594 0.815
H -3.3525 2.8355 0.0812 1.231 -0.829 0.367
H -4.1441 0.5546 -0.0232 -0.503 0.034 -0.436
H -0.6055 3.0886 0.7924 -1.921 -0.871 -0.668
H -2.8021 -1.3571 0.1258 -0.052 -1.019 -0.169
H 1.2034 2.3319 0.6618 0.059 -1.482 0.847
H 1.1189 1.1233 2.0090 0.116 -0.077 0.998
H 2.0073 0.5790 -0.8557 -0.140 0.603 -0.884
H 2.8948 0.2509 0.4926 3.289 -0.465 1.698
H 1.6416 -3.1621 -0.6804 -0.504 -0.273 -0.610
H -0.0069 -3.0502 -1.4311 -0.573 -0.390 0.249
H 1.3404 -2.1976 -2.1291 -0.115 0.231 0.364
H 1.0344 -1.8404 1.5936 -0.110 0.095 -0.971
```
Positions in Å, forces in eV/Å.

Output
Structure (SMILES) ... C[Si@H]1CCc2ccccc21
HOMO level ... -8.8766 eV
HOMO-LUMO gap ... 9.84 eV

Computed, not measured: one molecule with the formula C9H13BBrN at a distorted geometry, with the ωB97M-V functional and the def2-TZVPD basis.

```
25
Properties=species:S:1:pos:R:3:forces:R:3
B -0.2357 0.1388 -0.0197 1.946 -0.895 -0.008
C 3.1806 -2.7069 -0.5053 -1.538 -2.328 0.100
C 1.9215 -3.2897 -0.0464 1.442 -0.320 -1.059
C 3.1933 -1.3946 -0.9355 2.471 0.822 0.993
C 1.0598 -1.1120 -0.2527 -3.986 2.473 1.122
C 0.8481 -2.4549 0.1091 1.595 0.793 -0.491
C 0.2535 1.7106 2.0067 -2.357 2.735 -1.975
C -2.2191 0.5795 -1.4337 -1.605 1.282 1.953
C -0.7929 0.8087 1.3427 0.198 -0.862 -2.058
C -0.7328 0.8491 -1.3246 1.532 -1.161 -0.579
N 2.1447 -0.5952 -0.7855 -0.484 -0.094 0.020
Br -0.7864 -3.0104 0.7891 -0.551 -0.166 0.133
H 3.9812 -3.4763 -0.5713 -0.242 1.241 -0.159
H 1.8086 -4.3976 0.0354 0.345 1.092 0.334
H 4.1428 -0.7886 -1.1582 -1.270 -1.528 -0.188
H 0.7763 2.3038 1.2059 -0.347 -0.248 0.975
H -0.3799 2.3903 2.6267 0.989 -0.052 -0.288
H 0.9606 1.2705 2.6189 1.293 -1.336 1.037
H -2.6077 0.1470 -2.3736 0.417 0.271 0.574
H -2.5686 -0.0160 -0.5251 0.224 0.187 -1.372
H -2.6822 1.5628 -1.2103 -0.462 -0.576 -0.582
H -1.0723 0.0835 2.0480 -0.556 -1.179 1.048
H -1.7529 1.2876 0.9872 1.158 0.184 0.830
H -0.3142 0.3855 -2.1944 0.793 -0.365 -0.516
H -0.2915 1.8628 -1.3660 -1.005 0.029 0.157
```
Positions in Å, forces in eV/Å.

Output
Structure (SMILES) ... CCB(CC)c1ncccc1Br
HOMO level ... -9.1921 eV
HOMO-LUMO gap ... 9.83 eV